1.
{
  "formula": "C5H3N3",
  "method": "ωB97M-V/def2-TZVPD",
  "species": ["C", "C", "C", "C", "C", "N", "N", "N", "H", "H", "H"],
  "positions_angstrom": [[2.882, -1.426, 0.058], [2.600, -0.268, -0.080], [0.945, 1.426, -0.059], [-0.125, 0.608, 0.226], [-4.430, -0.255, -0.044], [-5.536, -0.442, -0.237], [2.167, 1.007, -0.200], [-1.175, 0.175, 0.458], [3.184, -2.425, 0.148], [2.891, 1.689, -0.422], [-3.402, -0.089, 0.152]],
  "atomic_forces_ev_per_a": [[-0.112, 1.148, -0.199], [0.238, -1.535, 0.212], [0.581, 1.677, -0.374], [-0.867, -0.747, 0.307], [0.356, 0.050, 0.109], [-0.835, -0.132, -0.175], [0.093, 0.259, -0.050], [0.225, -0.145, -0.082], [0.122, -0.621, 0.089], [-0.317, -0.028, 0.072], [0.517, 0.072, 0.091]],
  "e_lumo_ev": -1.295,
  "e_above_lowest_ev": 4.608,
  "max_force_ev_per_a": 1.81,
  "homo_energy_ha": -0.359,
  "orbital_gap_ev": 8.5,
  "e_tot_ev": -9698.212
}

***

2.
{
  "formula": "C33H58F5N4O4PS2Si3",
  "method": "ωB97M-V/def2-TZVPD",
  "species": ["C", "C", "C", "C", "C", "N", "C", "P", "O", "O", "S", "C", "C", "C", "C", "C", "S", "C", "N", "N", "C", "O", "Si", "C", "C", "C", "C", "C", "C", "O", "C", "F", "F", "C", "C", "C", "C", "C", "C", "F", "F", "F", "C", "H", "H", "H", "H", "H", "H", "H", "H", "H", "H", "H", "H", "H", "H", "H", "H", "H", "H", "H", "H", "H", "H", "H", "H", "H", "H", "H", "H", "H", "H", "H", "H", "H", "H", "H", "H", "H", "H", "H", "H", "C", "Si", "C", "C", "N", "Si", "C", "C", "C", "H", "H", "H", "H", "H", "H", "H", "H", "H", "H", "H", "H", "H", "H", "H", "H", "H", "H"],
  "positions_angstrom": [[2.348, 2.977, 1.151], [2.654, 1.784, 2.107], [1.647, 0.613, 1.963], [2.242, -0.618, 1.242], [2.849, -0.318, -0.130], [2.171, -0.773, -1.386], [2.955, -0.666, -2.420], [4.654, 0.007, -2.609], [5.756, -0.898, -1.814], [5.018, 0.080, -4.189], [2.300, -1.233, -3.974], [1.042, -2.165, -2.936], [-0.087, -2.457, -3.984], [-1.558, -2.598, -3.517], [-2.139, -3.992, -3.890], [-3.604, -4.130, -3.387], [-4.692, -2.853, -4.079], [-5.653, -2.403, -2.695], [-5.245, -2.006, -1.537], [-6.303, -1.760, -0.731], [-7.361, -2.030, -1.431], [-7.009, -2.449, -2.647], [2.155, -3.796, -2.728], [1.010, -5.312, -2.650], [3.167, -4.060, -4.313], [3.237, -3.829, -1.198], [0.769, -1.286, -1.666], [0.170, -2.359, -0.705], [-0.939, -1.978, 0.304], [-0.691, -0.886, 1.157], [-0.025, 0.044, -1.820], [-1.380, -0.155, -1.872], [0.176, 0.874, -0.754], [0.275, 0.924, -3.039], [-0.533, 0.841, -4.154], [-0.333, 1.631, -5.269], [0.719, 2.527, -5.321], [1.521, 2.614, -4.196], [2.677, 3.609, -4.275], [2.260, 4.749, -4.849], [3.277, 3.827, -3.109], [3.601, 3.090, -5.139], [1.302, 1.854, -3.080], [2.604, 3.894, 1.700], [2.935, 2.957, 0.221], [1.275, 3.057, 0.938], [3.702, 1.453, 2.042], [2.514, 2.184, 3.119], [0.671, 0.905, 1.576], [1.467, 0.254, 2.988], [3.085, -0.882, 1.904], [1.598, -1.496, 1.314], [3.838, -0.798, -0.130], [3.069, 0.756, -0.246], [5.902, -0.522, -0.934], [5.589, -0.683, -4.404], [-0.046, -1.680, -4.760], [0.186, -3.381, -4.519], [-1.777, -2.410, -2.463], [-2.166, -1.887, -4.089], [-1.584, -4.813, -3.424], [-2.155, -4.034, -4.988], [-3.558, -4.092, -2.290], [-3.922, -5.150, -3.646], [-8.394, -1.950, -1.127], [0.556, -5.506, -3.629], [1.633, -6.182, -2.387], [0.257, -5.234, -1.855], [2.579, -3.897, -5.223], [4.125, -3.532, -4.307], [3.410, -5.139, -4.308], [3.791, -2.914, -0.954], [2.721, -4.137, -0.277], [4.003, -4.608, -1.360], [0.960, -2.848, -0.121], [-0.301, -3.180, -1.259], [-1.901, -1.829, -0.215], [-1.112, -2.877, 0.929], [-1.515, -0.386, 1.237], [-1.380, 0.159, -4.185], [-1.019, 1.541, -6.109], [0.889, 3.125, -6.211], [1.971, 1.975, -2.225], [-0.079, 1.764, 8.345], [-1.140, 2.990, 7.367], [-0.210, 4.639, 7.367], [-2.747, 3.223, 8.338], [-1.380, 2.362, 5.820], [-2.272, 3.127, 4.617], [-1.556, 4.802, 4.102], [-4.090, 3.380, 5.072], [-2.238, 2.022, 3.079], [0.103, 2.129, 9.363], [-0.581, 0.797, 8.416], [0.888, 1.620, 7.857], [0.128, 4.892, 8.380], [-0.844, 5.460, 7.024], [0.671, 4.586, 6.724], [-3.371, 2.330, 8.272], [-3.319, 4.079, 7.973], [-2.534, 3.406, 9.399], [-1.738, 5.566, 4.859], [-2.020, 5.152, 3.170], [-0.479, 4.727, 3.933], [-4.517, 2.462, 5.479], [-4.675, 3.661, 4.188], [-4.212, 4.178, 5.807], [-2.674, 1.043, 3.296], [-1.207, 1.878, 2.740], [-2.807, 2.476, 2.257]],
  "atomic_forces_ev_per_a": [[0.433, 0.031, 0.668], [-1.119, 0.534, -0.275], [0.529, -0.692, 0.741], [0.228, 0.640, 0.893], [0.333, -0.235, 0.725], [1.153, 0.050, 0.271], [-0.115, -2.409, -2.844], [-0.138, 4.465, 1.827], [-0.681, -0.944, -0.835], [0.239, -2.072, 1.048], [0.200, 0.897, 2.013], [0.312, 0.389, -1.548], [-0.229, 0.043, 0.287], [-0.360, -0.895, -0.532], [-0.943, 1.251, 0.154], [1.110, -0.849, 0.450], [-0.444, -0.114, -0.063], [-0.687, 0.174, 1.667], [1.911, 0.226, -0.147], [-0.940, -0.044, 0.396], [1.359, 0.159, 0.401], [-1.156, -0.615, -2.046], [-0.795, -0.632, 0.055], [0.467, 0.171, 0.310], [-0.082, -0.754, 0.607], [0.564, -0.135, 0.285], [0.207, -0.849, -0.533], [-0.268, 0.546, 1.648], [-1.084, -0.426, 0.220], [0.015, -0.210, -0.450], [-0.942, 1.714, -0.886], [0.373, -0.694, 0.334], [0.424, -0.729, 0.149], [0.076, -0.313, -0.428], [-0.837, -0.533, -0.119], [-0.036, 0.163, -0.578], [-0.416, -0.404, -0.050], [0.682, 1.182, -0.369], [-0.497, -1.258, -0.963], [0.319, 0.170, 0.646], [-0.086, 0.355, -0.195], [0.104, 0.263, 0.444], [0.544, -0.264, 1.196], [0.078, -0.073, -0.446], [-0.256, 0.022, 0.082], [0.265, -0.197, -0.082], [-0.233, 0.036, -0.075], [0.163, -0.192, -0.172], [0.349, 0.179, -0.064], [-0.259, 0.060, -0.312], [-0.006, -0.052, -0.475], [-0.067, 0.327, -0.391], [-0.378, -0.132, -0.281], [-0.411, -0.205, 0.057], [0.181, 0.128, -0.215], [-0.180, 0.165, -0.604], [-0.092, -0.099, 0.295], [-0.009, 0.209, 0.206], [0.324, 0.127, -0.191], [0.193, 0.036, 0.364], [0.059, 0.099, -0.385], [0.335, -0.494, 0.215], [-0.404, 0.343, -0.263], [-0.369, 0.422, -0.073], [0.120, -0.060, -0.279], [-0.062, -0.030, 0.287], [-0.124, 0.199, -0.163], [-0.001, -0.037, -0.336], [0.292, 0.241, 0.130], [-0.289, 0.087, -0.260], [-0.068, 0.276, 0.014], [-0.107, -0.140, -0.192], [-0.104, 0.121, -0.349], [-0.189, 0.221, -0.061], [0.112, 0.347, -0.384], [0.305, 0.398, -0.286], [0.376, -0.001, -0.093], [0.241, 0.107, -0.281], [0.205, 0.129, 0.232], [0.178, 0.137, 0.212], [0.160, 0.015, 0.141], [0.062, 0.006, 0.248], [-0.242, 0.073, -0.131], [-0.033, 0.292, 0.350], [0.002, -0.933, -1.324], [0.006, 0.117, 0.547], [0.204, 0.228, 0.474], [-0.308, 0.718, 0.035], [0.954, -0.934, 1.255], [-0.386, 0.130, -0.511], [-0.207, 0.242, -0.562], [-0.255, 0.146, -0.558], [0.066, -0.091, 0.026], [0.003, 0.001, -0.055], [-0.025, -0.017, -0.038], [0.035, 0.072, -0.030], [0.017, 0.000, -0.067], [-0.037, -0.029, -0.051], [0.010, -0.001, -0.073], [-0.042, -0.035, -0.046], [-0.081, 0.006, 0.014], [0.058, -0.020, 0.047], [0.051, 0.089, 0.003], [0.009, -0.032, 0.074], [0.065, -0.003, 0.049], [-0.085, 0.011, 0.056], [0.021, -0.038, 0.060], [0.024, 0.001, 0.103], [0.038, 0.006, 0.081], [0.020, -0.075, -0.068]],
  "e_lumo_ev": -2.555,
  "max_force_ev_per_a": 4.83,
  "homo_energy_ha": -0.178,
  "orbital_gap_ev": 2.3,
  "e_tot_ev": -117490.558
}

***

3.
{
  "formula": "C32H37IKN5O5STe",
  "method": "ωB97M-V/def2-TZVPD",
  "species": ["K", "C", "C", "N", "C", "C", "C", "O", "C", "C", "N", "C", "C", "C", "C", "C", "C", "I", "C", "O", "H", "H", "H", "H", "H", "H", "H", "H", "H", "H", "H", "H", "N", "C", "C", "C", "O", "O", "H", "H", "H", "H", "H", "H", "Te", "C", "C", "C", "C", "C", "C", "H", "H", "H", "H", "H", "O", "S", "C", "C", "C", "C", "H", "H", "H", "H", "H", "H", "H", "H", "N", "C", "C", "C", "C", "C", "N", "H", "H", "H", "H", "H", "H"],
  "positions_angstrom": [[-0.125, -0.062, -1.340], [-3.505, -0.814, 1.780], [-3.081, -2.093, 1.133], [-3.868, -3.131, 1.121], [-3.431, -4.293, 0.557], [-2.171, -4.463, 0.056], [-1.765, -5.791, -0.519], [-1.401, -5.732, -1.900], [-1.269, -3.367, 0.058], [0.140, -3.544, -0.193], [0.973, -2.625, -0.559], [2.321, -2.802, -0.275], [2.740, -3.164, 1.010], [4.089, -3.215, 1.328], [5.047, -2.918, 0.371], [4.650, -2.566, -0.913], [3.304, -2.505, -1.229], [2.716, -1.969, -3.143], [-1.734, -2.098, 0.552], [-1.021, -1.078, 0.606], [-4.428, -0.973, 2.337], [-3.665, -0.035, 1.027], [-2.710, -0.439, 2.429], [-4.142, -5.114, 0.543], [-2.606, -6.483, -0.456], [-0.938, -6.225, 0.059], [-0.920, -4.909, -2.038], [0.528, -4.559, -0.017], [1.986, -3.326, 1.769], [4.385, -3.467, 2.339], [6.101, -2.940, 0.619], [5.385, -2.337, -1.673], [3.010, 0.705, 0.202], [3.468, 2.091, 0.352], [2.302, 3.084, 0.389], [1.551, 3.194, -0.933], [1.654, 4.244, -1.604], [0.885, 2.170, -1.277], [2.233, 0.562, 0.845], [3.736, 0.062, 0.500], [4.136, 2.339, -0.481], [4.042, 2.235, 1.279], [2.672, 4.076, 0.650], [1.620, 2.746, 1.176], [0.460, 0.609, 3.295], [0.636, 0.973, 5.371], [1.872, 1.066, 6.026], [1.964, 1.254, 7.398], [0.818, 1.366, 8.177], [-0.420, 1.292, 7.547], [-0.507, 1.103, 6.175], [2.777, 0.984, 5.436], [2.943, 1.314, 7.864], [0.888, 1.505, 9.250], [-1.331, 1.382, 8.131], [-1.479, 1.048, 5.701], [-0.520, 0.705, -3.700], [-0.279, 2.185, -3.848], [-0.850, 2.514, -5.538], [0.270, 2.027, -6.449], [1.526, 2.642, -5.833], [1.463, 2.336, -4.336], [-1.006, 3.593, -5.636], [-1.802, 1.997, -5.642], [0.125, 2.297, -7.497], [0.322, 0.937, -6.382], [1.506, 3.725, -5.988], [2.449, 2.263, -6.276], [1.915, 3.086, -3.686], [1.866, 1.355, -4.082], [-1.773, 3.008, -0.282], [-2.894, 2.378, -0.694], [-4.186, 2.830, -0.350], [-5.273, 2.107, -0.781], [-5.091, 0.954, -1.543], [-3.785, 0.590, -1.826], [-2.718, 1.269, -1.426], [-1.826, 3.939, 0.086], [-0.873, 2.698, -0.652], [-4.302, 3.719, 0.257], [-6.273, 2.434, -0.513], [-5.921, 0.351, -1.883], [-3.581, -0.307, -2.404]],
  "atomic_forces_ev_per_a": [[0.447, -0.146, -0.049], [-0.120, 0.011, -0.012], [0.047, -0.137, -0.036], [-0.115, 0.139, 0.037], [0.179, -0.083, -0.101], [-0.151, -0.058, 0.042], [-0.020, 0.005, 0.078], [0.030, -0.046, -0.042], [0.122, 0.104, -0.170], [-0.077, -0.012, -0.129], [-0.206, -0.126, 0.417], [-0.118, -0.001, -0.356], [0.115, 0.029, -0.013], [-0.077, -0.040, 0.009], [0.072, 0.012, -0.016], [-0.032, -0.031, -0.067], [0.076, -0.100, 0.301], [-0.070, 0.089, -0.195], [0.415, -0.163, 0.192], [-0.576, -0.083, 0.392], [0.010, 0.014, -0.014], [0.001, -0.018, 0.000], [0.012, -0.026, 0.011], [-0.015, 0.017, -0.016], [0.009, -0.002, 0.013], [0.013, 0.013, -0.026], [-0.036, 0.026, 0.009], [0.063, 0.037, 0.148], [-0.010, 0.035, 0.009], [0.008, 0.011, 0.002], [-0.004, -0.007, 0.003], [0.015, 0.024, 0.025], [-0.066, 0.072, -0.069], [-0.001, -0.019, -0.007], [0.004, -0.014, 0.027], [0.270, 0.009, -0.244], [0.019, -0.059, 0.033], [-0.185, 0.394, -0.048], [0.071, -0.070, 0.060], [0.002, 0.017, 0.016], [-0.004, -0.021, -0.006], [-0.008, 0.005, 0.004], [0.072, -0.038, 0.035], [-0.064, 0.056, -0.007], [-0.110, -0.074, 0.176], [0.025, 0.037, -0.032], [0.035, 0.005, 0.016], [0.016, 0.002, 0.001], [-0.014, -0.003, -0.004], [-0.007, 0.012, 0.030], [0.043, 0.005, -0.005], [-0.002, -0.016, 0.004], [-0.005, 0.002, 0.002], [-0.003, 0.011, -0.002], [0.007, -0.001, 0.007], [-0.003, -0.018, 0.008], [0.061, 0.199, -0.522], [-0.410, -0.239, 0.292], [0.099, 0.062, -0.287], [-0.012, -0.026, 0.054], [-0.019, -0.027, 0.005], [0.135, 0.212, 0.071], [0.005, -0.004, -0.010], [0.001, 0.000, -0.008], [-0.008, 0.054, 0.008], [-0.001, -0.004, -0.032], [0.039, -0.003, -0.015], [-0.010, -0.025, -0.006], [-0.015, -0.001, 0.005], [0.017, 0.006, -0.001], [0.005, 0.050, -0.166], [0.035, -0.067, 0.028], [0.027, -0.004, -0.041], [-0.045, 0.041, 0.020], [0.087, -0.003, -0.009], [-0.136, -0.004, 0.025], [0.042, -0.002, 0.025], [-0.019, -0.043, 0.096], [0.024, 0.041, 0.011], [-0.008, -0.004, 0.011], [0.002, -0.001, -0.003], [-0.011, 0.002, 0.011], [0.015, 0.011, -0.006]],
  "e_lumo_ev": 3.634,
  "e_above_lowest_ev": 0.880,
  "max_force_ev_per_a": 0.70,
  "total_charge": -2,
  "homo_energy_ha": -0.028,
  "orbital_gap_ev": 4.4,
  "e_tot_ev": -94029.819
}